16
Properties=species:S:1:pos:R:3 method="wB97M-V/def2-TZVPD" smiles="CC(O)=C([N+](=O)[O-])[N+](=O)[O-].F" gap_ev=9.78 energy_ev=-19120.5151 lumo_energy_ev=-0.542 multiplicity=1 de_lowest_kj_mol=0.0 e_homo_ha=-0.3792
C -0.574 0.230 -0.761
C 0.634 -0.601 -0.582
C 1.884 -0.152 -0.216
N 2.993 -1.004 -0.034
N 2.012 1.202 0.316
O 4.050 -0.474 0.167
O 1.615 2.076 -0.413
O 2.855 -2.207 0.000
O 2.511 1.223 1.423
O 0.440 -1.887 -0.844
F -0.510 1.323 2.217
H -1.313 -0.469 -0.989
H -0.484 0.923 -1.642
H -0.672 1.977 2.776
H -0.871 0.765 0.207
H 1.142 -2.388 -0.488